The following is a quantum chemistry calculation of a cluster of 2 separate species, C5H14N2O in total, from OMol25.

Cartesian coordinates (Å):
C1 -0.05 2.95 -1.29
C2 -0.77 1.66 -0.67
C3 -0.22 0.34 -1.09
C4 -0.74 -0.87 -0.35
N1 -0.50 -3.25 1.18
C5 0.19 -2.10 1.49
N2 0.17 -0.98 0.85
H1 -0.51 3.95 -0.99
H2 -0.16 2.86 -2.42
H3 0.94 3.18 -0.89
H4 -1.88 1.57 -0.83
H5 -0.47 1.71 0.40
H6 -0.45 0.35 -2.19
H7 0.88 0.20 -1.09
H8 -1.81 -0.76 0.01
H9 -0.86 -1.75 -1.06
H10 -0.46 -3.98 1.88
H11 -1.37 -3.16 0.78
H12 0.93 -2.28 2.27
H13 3.05 -0.26 1.53
H14 1.61 0.14 1.17
O1 2.49 0.49 1.30

⟨S²⟩ ... 0.7672
Total charge ... +1
Energy ... -383.2738 Ha
2S+1 ... 2
Energy above the lowest of the compared OMol25 structures with the same formula, charge and spin ... 267.2 kJ/mol
Frontier orbital gap (spin up / spin down) ... 9.87 / 5.11 eV

These are the Mulliken partial charges, in e, on atoms 1 to 2: atom 1 (C): -1.106, atom 2 (C): -0.378

=====

The following is a quantum chemistry calculation of the ion C35H55F9N3S with charge +1, from OMol25.

Cartesian coordinates (Å):
C1 -4.70 -5.92 4.48
C2 -6.03 -5.91 3.58
C3 -6.79 -4.49 3.49
C4 -6.82 -3.65 4.85
C5 -6.09 -2.21 4.79
C6 -4.75 -2.16 3.91
C7 -4.16 -0.65 4.05
C8 -4.41 0.07 2.62
C9 -4.44 1.67 2.78
C10 -2.92 2.16 3.08
C11 -2.08 2.24 1.70
C12 -1.16 0.94 1.41
C13 -1.61 0.29 0.01
C14 -0.81 -1.10 -0.31
C15 0.66 -0.71 -0.80
C16 1.84 -1.06 0.17
C17 1.71 -1.79 1.56
C18 1.18 -1.15 2.88
C19 1.10 -2.07 4.12
N1 1.46 -3.45 4.21
C20 1.98 -4.00 3.00
C21 2.16 -3.30 1.64
C22 3.25 -0.67 -0.30
N2 3.56 -0.03 -1.58
C23 5.01 0.21 -1.85
C24 5.57 1.31 -0.81
C25 7.15 1.50 -1.19
C26 7.38 2.38 -2.50
C27 7.25 3.97 -2.26
F1 8.52 4.65 -2.36
F2 6.93 4.09 -0.85
C28 6.06 4.69 -3.02
F3 6.00 6.03 -2.52
F4 4.81 4.10 -2.60
S1 6.07 4.73 -4.87
F5 4.51 5.39 -4.82
F6 6.65 6.32 -4.79
F7 7.61 4.15 -5.02
F8 5.35 3.23 -5.04
F9 6.02 4.89 -6.52
C29 2.48 0.30 -2.51
C30 2.84 0.96 -3.94
C31 0.98 -0.02 -2.18
N3 -0.12 0.26 -3.09
C32 -0.27 1.72 -3.41
C33 -0.62 1.81 -5.00
C34 -1.58 0.61 -5.50
C35 -3.05 0.68 -4.84
H1 -4.93 -6.56 5.42
H2 -4.38 -4.89 4.86
H3 -3.80 -6.41 3.97
H4 -6.73 -6.77 3.88
H5 -5.70 -6.17 2.50
H6 -6.38 -3.92 2.58
H7 -7.89 -4.73 3.23
H8 -6.40 -4.20 5.76
H9 -7.93 -3.44 5.11
H10 -5.80 -1.92 5.87
H11 -6.79 -1.37 4.42
H12 -3.93 -2.88 4.25
H13 -4.93 -2.34 2.78
H14 -3.04 -0.71 4.27
H15 -4.71 -0.06 4.86
H16 -3.56 -0.31 1.93
H17 -5.38 -0.30 2.14
H18 -5.15 1.90 3.66
H19 -4.90 2.19 1.86
H20 -3.02 3.16 3.62
H21 -2.39 1.45 3.82
H22 -1.44 3.21 1.78
H23 -2.85 2.43 0.86
H24 -0.08 1.32 1.31
H25 -1.24 0.23 2.30
H26 -2.73 0.07 -0.02
H27 -1.27 1.02 -0.81
H28 -1.34 -1.71 -1.13
H29 -0.82 -1.76 0.63
H30 0.86 -0.05 2.88
H31 0.69 -1.59 5.08
H32 2.28 -5.11 3.04
H33 2.57 -3.87 0.74
H34 4.13 -0.91 0.41
H35 5.55 -0.77 -1.58
H36 5.26 0.43 -2.94
H37 5.00 2.30 -0.83
H38 5.51 0.91 0.27
H39 7.78 1.80 -0.28
H40 7.50 0.43 -1.46
H41 6.74 1.99 -3.36
H42 8.48 2.21 -2.82
H43 3.71 0.32 -4.34
H44 3.25 2.03 -3.76
H45 1.99 0.91 -4.68
H46 -1.04 -0.04 -2.73
H47 -1.16 2.23 -2.88
H48 0.66 2.33 -3.15
H49 0.33 1.75 -5.66
H50 -1.13 2.80 -5.28
H51 -1.74 0.74 -6.63
H52 -1.09 -0.43 -5.39
H53 -3.08 0.38 -3.74
H54 -3.71 -0.05 -5.43
H55 -3.52 1.73 -5.02

Total charge ... +1
Energy ... -2827.1404 Ha
Frontier orbital gap ... 7.81 eV

These are the Mulliken partial charges, in e, on atoms 1 to 2: atom 1 (C): -0.792, atom 2 (C): -0.521

=====

The following is a quantum chemistry calculation of a structure of composition C26H34InN2O2PSi2, from OMol25.

Cartesian coordinates (Å):
In1 0.97 1.82 1.50
C1 0.97 3.07 -1.87
Si1 -0.75 3.48 -1.32
C2 -0.77 5.25 -0.70
C3 -1.91 3.24 -2.76
N1 -1.20 2.36 -0.02
C4 -2.26 2.36 0.69
C5 -3.38 3.28 0.50
C6 -4.51 3.20 1.22
C7 -4.65 2.20 2.27
C8 -3.66 1.35 2.56
C9 -2.39 1.35 1.82
N2 -1.40 0.58 2.08
Si2 -1.14 -0.69 3.28
C10 0.46 -0.30 4.16
C11 -2.42 -0.96 4.62
C12 -0.97 -2.25 2.27
H1 1.22 3.64 -2.77
H2 1.06 2.01 -2.10
H3 1.73 3.31 -1.11
H4 -0.49 5.93 -1.51
H5 -0.05 5.37 0.11
H6 -1.75 5.56 -0.33
H7 -1.61 3.89 -3.59
H8 -2.95 3.47 -2.51
H9 -1.87 2.20 -3.10
H10 -3.30 4.01 -0.29
H11 -5.33 3.87 1.01
H12 -5.59 2.15 2.81
H13 -3.79 0.61 3.33
H14 0.45 0.71 4.58
H15 1.32 -0.39 3.48
H16 0.61 -1.01 4.98
H17 -2.65 -0.04 5.17
H18 -2.01 -1.68 5.33
H19 -3.36 -1.37 4.24
H20 -0.11 -2.17 1.61
H21 -1.86 -2.42 1.66
H22 -0.83 -3.12 2.92
O1 2.58 -0.04 1.62
C13 3.15 0.53 0.63
O2 3.28 1.78 0.53
C14 3.43 -0.35 -0.58
P1 1.74 -0.83 -1.20
C15 1.37 -2.39 -0.31
C16 0.26 -3.10 -0.76
C17 -0.11 -4.30 -0.17
C18 0.62 -4.80 0.90
C19 1.72 -4.09 1.37
C20 2.09 -2.89 0.77
C21 2.17 -1.49 -2.87
C22 3.00 -2.60 -3.04
C23 3.31 -3.05 -4.31
C24 2.79 -2.40 -5.43
C25 1.96 -1.31 -5.27
C26 1.65 -0.85 -3.99
H23 4.02 -1.23 -0.32
H24 3.93 0.22 -1.36
H25 -0.32 -2.71 -1.59
H26 -0.98 -4.83 -0.53
H27 0.34 -5.74 1.36
H28 2.29 -4.47 2.21
H29 2.91 -2.32 1.18
H30 3.40 -3.11 -2.17
H31 3.96 -3.91 -4.44
H32 3.03 -2.76 -6.43
H33 1.56 -0.80 -6.14
H34 1.00 0.01 -3.87

Total charge ... 0
Energy ... -2381.7101 Ha
Energy above the lowest of the compared OMol25 structures with the same formula, charge and spin ... 0.0 kJ/mol
Frontier orbital gap ... 6.07 eV

These are the Mulliken partial charges, in e, on atoms 1 to 2: atom 1 (In): 0.773, atom 2 (C): -0.643

=====

The following is a quantum chemistry calculation of the molecule C6H7O4P, from OMol25.

Cartesian coordinates (Å):
C1 2.45 1.90 0.08
C2 0.36 -2.47 1.02
C3 1.20 2.22 0.34
C4 -0.25 -2.52 -0.16
C5 0.18 1.35 -0.28
C6 -1.88 0.60 -0.26
O1 0.40 0.03 -0.43
O2 -1.33 -1.18 -2.18
O3 -3.20 0.64 0.14
O4 -1.08 1.65 -0.03
P1 -0.91 -0.90 -0.78
H1 3.28 2.58 0.12
H2 2.60 0.92 -0.48
H3 0.89 -3.13 1.69
H4 0.34 -1.49 1.54
H5 1.00 3.16 0.76
H6 -0.51 -3.29 -0.83
H7 -3.54 -0.09 -0.24

⟨S²⟩ ... 2.0247
Total charge ... 0
Energy ... -874.9732 Ha
2S+1 ... 3
Frontier orbital gap (spin up / spin down) ... 6.65 / 9.64 eV

These are the Mulliken partial charges, in e, on atoms 1 to 2: atom 1 (C): -0.773, atom 2 (C): -0.545

=====

The following is a quantum chemistry calculation of a structure of composition C2HNO8S2, from OMol25.

Cartesian coordinates (Å):
C1 0.79 -0.33 -0.70
C2 -1.37 0.39 -0.12
N1 -2.14 1.41 0.07
O1 -0.04 -1.56 1.49
O2 -1.33 -2.10 -0.57
O3 -3.43 1.04 0.12
O4 -1.84 2.62 0.22
O5 1.03 -0.20 -1.88
O6 0.92 -2.95 -0.25
O7 -3.34 -0.99 -1.50
O8 -3.24 -1.44 0.92
S1 0.03 -1.82 0.07
S2 -2.65 -0.80 -0.24
H1 1.20 0.30 0.09

Total charge ... -2
Energy ... -1529.6947 Ha
Frontier orbital gap ... 7.00 eV

These are the Mulliken partial charges, in e, on atoms 1 to 2: atom 1 (C): 0.111, atom 2 (C): -0.688